Entry 1:
34
Properties=species:S:1:pos:R:3 method="wB97M-V/def2-TZVPD" spin_multiplicity=1 energy_ev=-34669.2515 charge=-1
N -5.18 -3.26 3.14
C -4.21 -3.57 2.19
C -3.24 -2.43 1.45
N -2.53 -1.69 2.57
S -3.53 -0.34 3.07
H -5.65 -4.16 3.45
H -4.08 -4.73 1.96
H -2.43 -3.04 0.85
H -3.82 -1.75 0.70
H -4.61 -0.18 2.17
C -0.59 1.57 2.53
O -0.31 2.78 1.84
C 0.00 2.61 0.52
O 0.04 1.54 -0.07
O 0.24 3.83 -0.01
C 0.58 3.80 -1.40
H -0.82 1.83 3.57
H -1.46 1.07 2.10
H 0.28 0.91 2.53
H -0.25 3.39 -1.99
H 1.50 3.23 -1.56
H 0.76 4.83 -1.72
C 4.44 -0.18 -4.32
O 3.61 -1.03 -3.53
C 3.28 -0.52 -2.32
O 3.63 0.57 -1.88
O 2.49 -1.42 -1.68
C 2.07 -1.01 -0.38
H 4.64 -0.69 -5.27
H 3.93 0.76 -4.54
H 5.40 0.00 -3.82
H 1.46 -0.10 -0.45
H 2.93 -0.86 0.28
H 1.45 -1.80 0.03



Entry 2:
61
Properties=species:S:1:pos:R:3 method="wB97M-V/def2-TZVPD" spin_multiplicity=5 energy_ev=-40384.4741 charge=+3 e_above_lowest_kj_mol=14.7
Rh -0.01 -0.14 0.65
C -0.38 0.47 4.43
C 0.25 -0.33 3.32
C -0.29 -1.58 2.97
C 0.32 -2.39 2.01
C -0.19 -3.77 1.74
C 1.45 -1.89 1.34
C 2.06 -0.67 1.69
C 3.38 -0.27 1.09
C 1.42 0.11 2.67
H -1.44 0.66 4.25
H 0.14 1.42 4.59
H -0.32 -0.09 5.37
H -1.17 -1.94 3.49
H -1.28 -3.80 1.69
H 0.10 -4.42 2.57
H 0.23 -4.19 0.83
H 1.95 -2.51 0.60
H 3.30 -0.13 0.00
H 4.12 -1.06 1.25
H 3.76 0.65 1.53
H 1.90 1.02 2.99
N 2.06 3.42 -3.45
C 1.50 2.06 -3.10
C 1.11 1.97 -1.62
O 1.13 3.07 -0.97
O 0.83 0.81 -1.25
H 1.64 3.84 -4.27
H 3.06 3.41 -3.60
H 1.87 3.99 -2.63
H 2.21 1.29 -3.34
H 0.60 1.90 -3.69
C -0.37 5.71 0.56
Sb 0.42 4.06 1.60
C 0.49 4.64 3.66
C -1.12 2.59 1.52
H -0.99 6.25 1.28
H -0.97 5.32 -0.26
H 0.44 6.34 0.21
H -0.56 4.79 3.94
H 1.06 5.57 3.72
H 0.96 3.85 4.25
H -1.34 2.23 2.52
H -0.83 1.76 0.88
H -2.00 3.04 1.06
N -1.08 -1.35 -0.69
C -1.07 -2.18 -1.53
N -1.15 -3.14 -2.37
C -1.01 -2.91 -3.86
C -2.35 -3.20 -4.50
O -2.77 -4.52 -4.17
C -3.01 -4.69 -2.77
C -1.73 -4.48 -1.99
H -0.27 -3.62 -4.22
H -0.68 -1.90 -4.05
H -2.25 -3.15 -5.58
H -3.08 -2.46 -4.17
H -3.36 -5.70 -2.61
H -3.78 -3.99 -2.41
H -1.00 -5.24 -2.26
H -1.91 -4.52 -0.92



Entry 3:
92
Properties=species:S:1:pos:R:3 method="wB97M-V/def2-TZVPD" spin_multiplicity=1 energy_ev=-140533.7698 charge=0
Ir 0.56 -0.16 -0.11
I 1.39 1.65 -1.81
C 0.67 3.47 -1.12
C 1.61 4.46 -1.16
C 1.25 5.79 -0.87
C -0.05 6.07 -0.57
C -1.03 5.04 -0.51
C -2.36 5.41 -0.20
C -3.33 4.46 -0.10
C -2.98 3.11 -0.25
C -1.71 2.68 -0.55
P -1.52 0.82 -0.56
C -2.81 0.29 0.62
C -2.91 0.87 1.89
C -3.82 0.38 2.81
C -4.64 -0.69 2.49
C -4.54 -1.27 1.24
C -3.63 -0.79 0.31
C -2.23 0.40 -2.20
C -3.55 0.75 -2.51
C -4.08 0.47 -3.75
C -3.30 -0.15 -4.72
C -2.00 -0.50 -4.43
C -1.46 -0.23 -3.17
C -0.69 3.68 -0.74
H 2.63 4.24 -1.42
H 1.99 6.57 -0.90
H -0.37 7.08 -0.37
H -2.58 6.46 -0.03
H -4.35 4.73 0.13
H -3.76 2.38 -0.08
H -2.29 1.71 2.16
H -3.88 0.84 3.79
H -5.35 -1.07 3.21
H -5.16 -2.13 0.98
H -3.54 -1.29 -0.64
H -4.17 1.23 -1.77
H -5.10 0.75 -3.97
H -3.72 -0.37 -5.70
H -1.39 -1.00 -5.17
H -0.45 -0.55 -2.95
C 1.16 -4.27 -2.14
C 0.30 -3.03 -2.06
N -1.02 -3.23 -2.12
O 0.82 -1.92 -1.91
H 0.58 -5.18 -2.00
H 1.93 -4.20 -1.38
H 1.65 -4.29 -3.12
H -1.37 -4.15 -1.88
H -1.61 -2.45 -1.87
O -1.32 -5.79 -0.29
S -1.58 -5.13 0.98
O -2.61 -5.67 1.81
N -1.80 -3.55 0.70
C -0.74 -2.85 1.03
O -0.68 -1.63 0.68
C 0.30 -3.61 1.80
C 1.46 -3.18 2.43
C 2.25 -4.13 3.07
C 1.89 -5.47 3.09
C 0.71 -5.90 2.49
C -0.06 -4.95 1.86
H 1.74 -2.14 2.44
H 3.16 -3.82 3.55
H 2.52 -6.19 3.60
H 0.40 -6.94 2.52
C 0.62 0.68 1.81
C 1.15 2.05 2.10
C 0.34 3.18 2.17
C 0.86 4.42 2.48
C 2.22 4.56 2.73
C 3.04 3.44 2.69
C 2.51 2.20 2.39
H -0.40 0.61 2.20
H 1.24 -0.03 2.37
H -0.73 3.10 1.98
H 0.21 5.28 2.53
H 2.64 5.53 2.96
H 4.10 3.54 2.89
H 3.14 1.32 2.40
C 4.57 -2.99 -2.35
S 5.43 -2.77 -0.77
C 5.28 -1.03 -0.61
C 4.18 -0.33 -0.25
S 2.73 -1.12 0.34
S 4.45 1.41 -0.20
C 6.10 1.45 -0.68
S 6.94 2.86 -0.84
S 6.73 -0.12 -0.97
H 4.37 -4.05 -2.45
H 5.19 -2.65 -3.18
H 3.62 -2.45 -2.32